(1)
# C10H19N3O5

The molecule C10H19N3O5 at a distorted geometry (ωB97M-V with the def2-TZVPD basis set, the OMol25 dataset).

Computed properties:
E_LUMO, eV: 0.36
SMILES: NCCCC[C@H](N)C(=O)N[C@@H](CC(=O)O)C(=O)O
Gap between HOMO and LUMO, Ha: 0.340
HOMO level, eV: -8.88

The geometry in ORCA input format:
```
! wB97M-V def2-TZVPD RIJCOSX def2/J DEFGRID3
* xyz 0 1
N 2.30305 5.01972 0.36264
C 1.84967 3.64080 0.60418
C 0.73195 3.15075 -0.30183
C -0.14828 2.00715 0.41857
C 0.75909 0.79830 0.40996
C -0.01338 -0.45957 0.63484
N -0.72180 -0.63354 1.97879
C 1.05383 -1.65715 0.51582
O 1.95598 -1.48906 1.31534
N 0.89237 -2.72557 -0.27335
C -0.23916 -2.91117 -1.16275
C -1.58409 -3.44563 -0.25677
C -2.71376 -2.40271 -0.20927
O -3.38962 -2.31078 -1.27524
O -2.91863 -1.58781 0.87729
C -0.30829 -1.98598 -2.39146
O 0.67769 -1.31518 -2.84257
O -1.40683 -2.15727 -3.04373
H 2.64987 5.47742 -0.72155
H 1.63401 5.83091 0.85961
H 2.62681 2.94943 0.61299
H 1.43707 3.75215 1.63831
H 0.09974 4.01512 -0.54283
H 1.12747 2.68691 -1.26285
H -0.22814 2.42449 1.56703
H -1.18212 1.84436 -0.03091
H 1.38665 0.78182 1.31434
H 1.50413 0.72825 -0.43334
H -0.71063 -0.73627 -0.15739
H -1.24717 0.22642 2.17005
H -0.02445 -0.78756 2.64858
H 1.73096 -3.22854 -0.36034
H 0.16610 -3.79838 -1.64202
H -1.41658 -3.53258 0.82969
H -2.05992 -4.30496 -0.74426
H -2.01821 -1.49462 1.41218
H -2.25539 -2.36968 -2.51774
*
```

=====

(2)
# C10H19NO2S

The molecule C10H19NO2S at a distorted geometry (ωB97M-V with the def2-TZVPD basis set, the OMol25 dataset).

Computed properties:
E_LUMO, eV: 0.57
Gap between HOMO and LUMO, Ha: 0.332
HOMO level, eV: -8.46

The geometry in ORCA input format:
```
! wB97M-V def2-TZVPD RIJCOSX def2/J DEFGRID3
* xyz 0 1
C -1.86939 2.07522 -1.97401
C 0.64830 -2.33755 2.48213
C -0.71517 -2.59818 1.72963
C 0.69874 -0.80993 2.73671
C -0.87852 -1.86452 0.32850
C 0.48267 -0.01710 1.40163
C 0.21870 2.45030 -1.18306
C -0.97791 1.62768 -0.87132
C -0.71340 -0.35371 0.48442
C 2.29282 1.00004 -2.18248
N -0.72871 0.24349 -0.80055
O 1.04094 2.74683 -3.65326
O -2.37861 1.00541 -2.54325
S 0.78459 1.64780 -2.83094
H 0.56125 -2.88495 3.46635
H 1.51056 -2.70471 1.87675
H -0.95730 -3.63876 1.67922
H -1.44228 -2.22411 2.47312
H -0.18014 -0.63516 3.40643
H 1.72491 -0.60865 3.08193
H -0.16199 -2.35391 -0.31492
H -1.87009 -1.98796 0.00771
H 0.46565 1.03245 1.63336
H 1.40634 -0.17118 0.75080
H -0.19314 3.46882 -1.34576
H 1.04065 2.45026 -0.33050
H -1.42070 2.06573 0.07046
H -1.63180 -0.04573 0.95862
H 2.80542 1.82427 -1.68469
H 2.08103 0.17727 -1.36993
H 2.86055 0.57965 -3.01624
H -1.52699 -0.26343 -1.18021
H -2.97699 1.10431 -3.28665
*
```

=====

(3)
# C10H19NO2S

The molecule C10H19NO2S at a distorted geometry (ωB97M-V with the def2-TZVPD basis set, the OMol25 dataset).

Computed properties:
E_LUMO, eV: 0.10
Gap between HOMO and LUMO, Ha: 0.293
HOMO level, eV: -7.86

The geometry in ORCA input format:
```
! wB97M-V def2-TZVPD RIJCOSX def2/J DEFGRID3
* xyz 0 1
C 2.18806 -0.97616 0.80808
C -1.03058 1.11435 0.81688
C -1.51144 -0.00452 1.80622
C -1.84442 -2.08086 -0.00064
C 1.06425 -0.31917 0.02208
C 0.50812 1.02002 0.53309
C 0.77470 2.18700 -0.41702
C 1.13353 1.26933 1.92793
C 0.60911 -0.01855 -2.36995
C 1.35557 -2.11853 -1.41665
N 1.01096 -0.73594 -1.25151
O 3.22911 -0.49142 0.27289
O 2.03898 -1.87750 1.57740
S -0.84439 -1.52420 1.11589
H -1.70639 1.01374 -0.08587
H -1.22982 2.12308 1.11823
H -1.28199 0.19954 2.82038
H -2.56492 -0.22182 1.74983
H -2.98742 -2.02151 0.24729
H -1.54573 -2.28106 -1.01082
H 1.74287 2.18093 -0.87022
H 0.66463 3.20178 0.02790
H 0.08177 2.23491 -1.36178
H 0.36867 1.81062 2.52335
H 2.07691 1.82954 1.82476
H 1.36531 0.28495 2.50264
H 0.54007 -0.81748 -3.13467
H -0.24848 0.55874 -2.30128
H 1.40733 0.57385 -2.64294
H 2.05981 -2.19758 -2.23925
H 1.61214 -2.63042 -0.44376
H 0.53240 -2.62640 -1.96333
H -1.02622 -2.42086 2.28554
*
```

=====

(4)
# C10H19NSi

The molecule C10H19NSi at a distorted geometry (ωB97M-V with the def2-TZVPD basis set, the OMol25 dataset).

Computed properties:
E_LUMO, eV: 0.82
SMILES: CC1=N[Si](C)(C)[C@@H](C)C(C)=C1C
Gap between HOMO and LUMO, Ha: 0.326
HOMO level, eV: -8.06

The geometry in ORCA input format:
```
! wB97M-V def2-TZVPD RIJCOSX def2/J DEFGRID3
* xyz 0 1
C -1.81972 1.09561 2.33273
C -1.10553 0.69835 1.07909
N -0.85217 1.51782 0.17008
Si 0.10347 1.15934 -1.30964
C -0.98576 0.24874 -2.58035
C 1.06660 2.46852 -2.18941
C 1.33216 -0.08867 -0.36347
C 2.12409 0.70426 0.68005
C 0.43879 -1.10680 0.35494
C 0.83169 -2.53020 -0.05426
C -0.63081 -0.76992 1.11309
C -1.48042 -1.89787 1.69342
H -1.77918 0.31206 3.16998
H -2.97035 1.22704 2.10023
H -1.51480 2.06296 2.74756
H -0.71111 0.63816 -3.53179
H -0.66554 -0.84509 -2.49183
H -2.05190 0.30914 -2.33059
H 0.30648 3.05460 -2.77701
H 1.68472 3.18443 -1.55070
H 1.81437 2.04635 -2.98894
H 2.09387 -0.50769 -0.98376
H 1.48241 1.13233 1.37864
H 2.91076 1.32423 0.23219
H 2.68173 0.02529 1.26517
H 1.84251 -2.53651 -0.39756
H 0.20326 -2.87935 -0.80591
H 0.80479 -3.29649 0.71858
H -2.36127 -1.54141 2.24229
H -0.91638 -2.65376 2.20804
H -1.87677 -2.55544 0.86913
*
```

=====

(5)
# C10H20Ag2BBr10F4

A structure of composition C10H20Ag2BBr10F4 at a distorted geometry (ωB97M-V with the def2-TZVPD basis set, the OMol25 dataset).

Computed properties:
E_LUMO (alpha / beta), eV: -1.67 / -1.67
Gap between HOMO and LUMO (alpha / beta), Ha: 0.171 / 0.287
HOMO level (alpha / beta), eV: -6.32 / -9.47

The geometry in ORCA input format:
```
! wB97M-V def2-TZVPD RIJCOSX def2/J DEFGRID3
* xyz 0 2
Ag 0.69994 4.71858 2.02217
Ag 1.89572 4.47385 -1.62559
B 0.61480 2.25579 0.25388
F -0.12962 3.27388 -0.31329
F 1.83381 2.45697 -0.29697
F 0.66134 2.44748 1.58585
F 0.22221 0.96304 0.04192
Br 6.10149 -1.79380 -0.13683
C 4.36236 -1.45630 0.74127
C 3.26059 -0.88210 -0.18183
Br 3.28188 -1.55778 -2.03195
H 4.63153 -0.85321 1.60840
H 4.05017 -2.42714 1.12612
H 3.34527 0.20150 -0.26396
H 2.28087 -1.24194 0.13245
Br 0.69709 -3.29618 -0.44939
C -0.86418 -2.07608 -0.56004
C -1.89646 -2.73879 -1.53139
Br -2.91102 -4.03034 -0.46094
H -0.45825 -1.12240 -0.89742
H -1.16346 -1.90064 0.47328
H -1.43631 -3.24434 -2.38039
H -2.53382 -1.94182 -1.91442
Br -2.74100 -1.10083 3.36706
C -0.74532 -0.97624 3.14182
C -0.06655 -2.35677 3.34872
Br 1.92003 -2.04991 3.35128
H -0.49997 -0.30069 3.96129
H -0.54496 -0.51183 2.17627
H -0.25562 -3.02803 2.51102
H -0.37125 -2.89442 4.24660
Br -3.73871 -0.10157 0.48953
C -3.47755 1.81529 0.68023
C -2.66544 2.10557 1.98298
Br -2.35524 4.05445 2.24637
H -4.47073 2.26356 0.65265
H -2.95961 2.17540 -0.20867
H -1.71910 1.59634 2.16519
H -3.35869 1.82214 2.77491
Br 1.83657 2.19581 -3.43333
C 0.39020 0.91610 -3.20474
C -0.08488 0.87985 -4.64689
Br -1.49206 -0.41245 -4.91697
H -0.25177 1.22496 -2.37977
H 0.87555 -0.00517 -2.88256
H 0.69627 0.62280 -5.36233
H -0.46613 1.83743 -5.00158
*
```

=====

(6)
# C10H20BCl10F4

A structure of composition C10H20BCl10F4 at a distorted geometry (ωB97M-V with the def2-TZVPD basis set, the OMol25 dataset).

Computed properties:
E_LUMO, eV: 2.56
Gap between HOMO and LUMO, Ha: 0.314
HOMO level, eV: -5.97

The geometry in ORCA input format:
```
! wB97M-V def2-TZVPD RIJCOSX def2/J DEFGRID3
* xyz -1 1
B -0.75367 0.47881 -0.38016
F -0.86252 1.78874 0.07553
F -0.14010 -0.36618 0.55978
F -1.98853 0.00674 -0.76797
F 0.03563 0.53701 -1.48539
Cl 2.21412 4.33722 0.68010
C 2.06102 2.78423 1.50107
C 0.61292 2.31769 1.78182
Cl -0.33296 3.63606 2.58037
H 2.62005 2.90934 2.42841
H 2.43777 2.01731 0.82433
H 0.62690 1.44616 2.43629
H 0.18873 1.95577 0.84524
Cl -0.61555 -3.62616 0.10431
C -0.91586 -2.04032 -0.66056
C -2.17052 -1.88103 -1.57567
Cl -2.06907 -3.05151 -2.91950
H 0.05974 -1.86876 -1.11539
H -0.99629 -1.36452 0.19086
H -2.31061 -0.93160 -2.09243
H -3.07215 -2.00866 -0.97660
Cl 0.78068 -1.63900 2.70604
C 1.93375 -0.44476 2.12987
C 2.22592 -0.59449 0.65807
Cl 3.27716 0.74875 0.11765
H 2.85446 -0.64092 2.67933
H 1.50487 0.52552 2.38027
H 1.35638 -0.60045 0.00084
H 2.75823 -1.47496 0.29820
Cl -1.94962 0.29265 -3.49098
C -0.47373 -0.27976 -4.41628
C 0.44357 -0.90941 -3.42100
Cl 1.76541 -1.59605 -4.33723
H -0.01659 0.58071 -4.90485
H -0.79108 -1.03422 -5.13612
H 0.00223 -1.72524 -2.84853
H 0.85028 -0.14810 -2.75535
Cl -2.41726 -1.21664 3.40727
C -1.48931 -0.52082 2.08665
C -1.32283 0.95739 2.25929
Cl -0.39653 1.50066 3.71270
H -1.97219 -0.78315 1.14532
H -0.49534 -0.96758 2.10993
H -2.22675 1.56552 2.22441
H -0.83076 1.32801 1.36006
*
```